# 1
63
Properties=species:S:1:pos:R:3:mulliken_spin:R:1 method="wB97M-V/def2-TZVPD" total_charge=+1 largest_force_ev_per_a=5.18 multiplicity=6 relative_energy_kj_mol=464.9 e_lumo_ev="-4.51 / -6.37"
Fe 1.76 1.98 -3.08 4.17
C -0.93 -0.32 -1.03 0.00
C 0.12 0.55 -1.82 -0.02
O -0.09 0.92 -2.97 0.21
O 1.15 1.08 -1.37 0.15
H -1.56 0.28 -0.37 0.01
H -0.32 -0.99 -0.43 0.00
H -1.65 -0.90 -1.61 0.00
C 2.33 0.09 -6.71 0.00
C 2.13 0.76 -5.33 -0.03
O 2.64 0.59 -4.21 0.27
O 1.49 1.82 -5.27 0.19
H 1.44 -0.23 -7.26 0.00
H 2.96 -0.80 -6.66 0.00
H 2.86 0.88 -7.24 0.00
C -2.62 -3.54 -1.00 0.00
O -2.65 -4.68 -0.22 0.00
C -2.23 -4.78 1.09 0.00
O -1.72 -3.87 1.76 0.00
O -2.36 -6.02 1.47 0.00
C -2.15 -6.39 2.83 0.00
H -1.78 -2.85 -0.95 0.00
H -3.59 -3.06 -1.08 0.00
H -2.59 -3.75 -2.07 0.00
H -1.11 -6.28 3.11 0.00
H -2.24 -7.47 2.89 0.00
H -2.63 -5.85 3.65 0.00
C 4.54 -0.92 -1.34 0.00
O 5.50 0.18 -1.52 0.00
C 4.94 1.42 -1.79 0.00
O 3.72 1.57 -1.91 0.02
O 5.88 2.30 -1.82 0.00
C 5.74 3.72 -1.90 0.00
H 5.15 -1.82 -1.19 0.00
H 3.75 -1.04 -2.08 0.00
H 4.06 -0.65 -0.40 0.00
H 5.82 4.08 -2.93 0.00
H 6.52 4.23 -1.33 0.00
H 4.85 4.18 -1.49 0.00
C 0.31 1.25 6.61 0.00
O -0.18 1.78 5.47 0.00
C 0.24 1.22 4.32 0.00
O 1.07 0.33 4.09 0.00
O -0.38 1.78 3.36 0.00
C -0.19 1.29 2.00 0.00
H 1.36 1.33 6.88 0.00
H 0.17 0.18 6.71 0.00
H -0.27 1.72 7.41 0.00
H 0.08 0.24 1.88 0.00
H 0.70 1.68 1.50 0.00
H -1.07 1.65 1.46 0.00
C -4.50 1.72 -1.47 0.00
O -4.37 1.19 -0.15 0.00
C -4.12 1.97 0.96 0.00
O -4.17 3.24 1.07 0.00
O -3.84 1.15 2.05 0.00
C -3.57 1.48 3.40 0.00
H -5.39 2.35 -1.51 0.00
H -4.81 0.84 -2.03 0.00
H -3.63 2.33 -1.71 0.00
H -2.66 2.08 3.40 0.00
H -3.45 0.73 4.18 0.00
H -4.45 2.07 3.70 0.00

# 2
51
Properties=species:S:1:pos:R:3:lowdin_charge:R:1 method="wB97M-V/def2-TZVPD" total_charge=0 largest_force_ev_per_a=2.90 multiplicity=1 e_lumo_ev=-0.18
C 6.98 0.07 0.30 -0.13
C 5.89 -1.07 0.03 -0.26
C 4.58 -0.37 -0.58 -0.25
C 3.83 0.59 0.45 -0.23
C 2.23 0.64 0.24 -0.22
C 1.80 0.69 -1.30 -0.20
C 0.18 0.55 -1.37 -0.21
C -0.54 1.93 -1.74 -0.23
C -2.05 1.78 -2.20 -0.18
C -3.04 1.26 -1.02 -0.22
N -2.54 1.67 0.32 -0.13
C -3.58 1.69 1.36 -0.70
I -4.54 3.68 1.22 0.73
C -4.75 0.62 1.18 -0.27
O -4.33 -0.75 1.05 -0.18
C -3.19 -1.05 1.87 -0.24
C -3.07 -2.63 2.15 -0.67
I -3.26 -3.42 4.18 0.71
C -2.81 -3.53 1.09 -0.74
C -2.64 -3.03 -0.41 -0.15
I -2.58 -5.68 1.44 0.71
H 7.84 -0.42 0.87 0.07
H 6.52 0.85 0.98 0.06
H 7.36 0.54 -0.66 0.08
H 6.28 -1.77 -0.79 0.10
H 5.57 -1.64 0.95 0.11
H 3.85 -1.23 -0.80 0.10
H 4.83 0.20 -1.55 0.12
H 4.21 1.65 0.25 0.11
H 4.13 0.34 1.53 0.11
H 1.89 1.61 0.75 0.12
H 1.81 -0.29 0.75 0.11
H 2.11 1.67 -1.77 0.11
H 2.20 -0.21 -1.89 0.10
H -0.11 -0.23 -2.15 0.11
H -0.13 0.12 -0.36 0.08
H 0.04 2.36 -2.63 0.11
H -0.39 2.69 -0.90 0.12
H -2.12 1.08 -3.10 0.11
H -2.46 2.79 -2.56 0.11
H -2.97 0.12 -1.07 0.11
H -4.06 1.65 -1.28 0.11
H -1.69 1.17 0.60 0.08
H -3.08 1.66 2.38 0.09
H -5.41 0.97 0.32 0.10
H -5.42 0.70 2.11 0.13
H -2.25 -0.80 1.26 0.12
H -3.22 -0.56 2.89 0.11
H -3.47 -2.29 -0.65 0.07
H -2.79 -3.89 -1.15 0.07
H -1.66 -2.48 -0.60 0.08

# 3
52
Properties=species:S:1:pos:R:3:mulliken_spin:R:1 method="wB97M-V/def2-TZVPD" total_charge=0 largest_force_ev_per_a=3.87 multiplicity=6 relative_energy_kj_mol=252.9 e_lumo_ev="0.56 / -1.73"
Ir -0.12 -0.04 0.09 1.51
P -1.30 0.23 -2.06 0.14
P 0.88 -0.58 2.39 0.19
N 1.45 0.50 -0.60 0.88
H -0.95 1.21 0.88 0.24
C -2.23 1.78 -2.47 0.03
H -2.62 1.76 -3.51 0.00
H -1.55 2.63 -2.36 0.00
H -3.07 1.92 -1.78 -0.01
C -2.49 -1.09 -2.56 0.02
H -2.94 -0.87 -3.55 0.00
H -3.29 -1.20 -1.83 0.00
H -1.95 -2.04 -2.62 0.00
C -0.08 0.17 -3.44 0.01
H -0.58 0.25 -4.42 0.00
H 0.47 -0.78 -3.38 0.00
H 0.63 0.99 -3.33 0.00
C 0.69 0.73 3.68 0.02
H 1.17 0.43 4.59 0.00
H -0.41 0.90 3.89 0.00
H 1.09 1.67 3.29 0.00
C 0.23 -2.08 3.20 0.00
H 0.69 -2.18 4.18 0.01
H 0.46 -2.95 2.58 0.02
H -0.87 -2.02 3.32 -0.01
C 2.64 -0.82 2.26 0.04
H 3.05 -1.03 3.26 0.01
H 3.12 0.08 1.85 0.00
H 2.84 -1.66 1.59 0.00
C 2.61 0.76 -1.15 -0.13
C 4.30 2.38 -1.91 -0.11
C 3.08 2.12 -1.32 0.24
C 3.49 -0.29 -1.62 0.25
C 4.70 0.00 -2.20 -0.10
C 5.12 1.33 -2.35 0.25
H 4.63 3.41 -2.03 0.00
H 2.41 2.90 -0.96 0.00
H 3.12 -1.31 -1.49 0.01
H 5.34 -0.82 -2.55 0.00
H 6.09 1.55 -2.82 0.02
C -3.17 -0.88 1.15 0.64
O -1.96 -1.27 0.74 0.31
C -3.76 0.37 0.72 0.02
H -4.62 0.64 1.34 0.02
H -4.11 0.33 -0.33 0.02
H -2.99 1.17 0.77 0.01
C -3.93 -1.92 1.84 0.04
H -4.25 -1.54 2.82 0.03
H -3.34 -2.85 2.00 0.00
H -4.84 -2.18 1.29 0.01
N -1.86 0.09 2.90 0.12
C -1.05 0.09 2.02 0.25

# 4
50
Properties=species:S:1:pos:R:3:lowdin_charge:R:1 method="wB97M-V/def2-TZVPD" total_charge=-1 largest_force_ev_per_a=5.99 multiplicity=1 relative_energy_kj_mol=251.1 e_lumo_ev=2.95
C 0.09 0.98 1.89 0.01
C 1.25 1.33 1.35 -0.10
C 2.82 1.52 1.03 -0.18
B 3.57 0.13 0.55 -0.68
C 4.10 -0.84 1.76 -0.19
C 3.20 -0.86 3.10 -0.20
C 1.93 -1.85 3.06 -0.18
F 1.74 -2.58 1.82 -0.12
C 2.63 -0.65 -0.59 -0.19
C 2.37 0.28 -1.90 -0.22
C 1.10 -0.28 -2.79 -0.22
C -0.30 -0.15 -1.98 -0.22
C -1.29 1.01 -2.58 -0.20
C -1.79 2.02 -1.40 -0.20
C -2.67 1.26 -0.26 -0.22
C -4.27 1.40 -0.49 -0.17
C -4.91 0.02 0.12 -0.23
O -4.60 -1.02 -0.86 -0.24
C -3.94 -2.16 -0.24 -0.13
H -0.94 0.52 2.15 0.03
H 2.90 2.31 0.18 0.08
H 3.38 1.94 1.95 0.09
H 4.55 0.48 -0.06 0.07
H 5.21 -0.61 2.04 0.09
H 4.13 -1.92 1.32 0.09
H 2.82 0.16 3.45 0.09
H 3.89 -1.25 3.95 0.09
H 0.95 -1.31 3.37 0.10
H 2.08 -2.67 3.89 0.10
H 1.61 -0.98 -0.18 0.07
H 3.26 -1.56 -0.97 0.10
H 2.09 1.37 -1.64 0.09
H 3.26 0.33 -2.62 0.10
H 1.04 0.42 -3.71 0.08
H 1.28 -1.37 -3.16 0.10
H -0.83 -1.18 -1.90 0.10
H -0.08 0.18 -0.89 0.08
H -0.67 1.65 -3.30 0.09
H -2.16 0.48 -3.11 0.10
H -2.36 2.90 -1.88 0.10
H -0.81 2.36 -0.87 0.10
H -2.44 1.78 0.76 0.10
H -2.35 0.16 -0.20 0.09
H -4.63 2.26 0.18 0.10
H -4.54 1.56 -1.59 0.11
H -4.34 -0.16 1.12 0.12
H -6.04 0.11 0.32 0.12
H -4.22 -2.30 0.88 0.09
H -4.26 -3.13 -0.78 0.09
H -2.79 -2.09 -0.29 0.09

# 5
53
Properties=species:S:1:pos:R:3:lowdin_charge:R:1 method="wB97M-V/def2-TZVPD" total_charge=0 largest_force_ev_per_a=3.62 multiplicity=1 relative_energy_kj_mol=0.0 e_lumo_ev=-0.37
P 2.24 -1.23 -1.00 0.65
P 0.93 1.73 -0.69 0.64
C 2.38 -0.04 -2.40 -0.40
C 2.18 1.45 -2.03 -0.43
H 1.66 -0.33 -3.19 0.09
H 3.39 -0.18 -2.82 0.08
H 3.13 1.91 -1.71 0.08
H 1.82 2.02 -2.90 0.08
C -0.35 2.62 -1.73 -0.31
H -1.16 2.99 -1.09 0.02
H -0.77 1.94 -2.48 0.03
H 0.14 3.46 -2.23 0.04
C 1.64 3.25 0.07 -0.30
H 0.80 3.92 0.28 0.05
H 2.32 3.70 -0.65 0.05
H 2.17 3.04 1.01 -0.01
C 0.61 -2.05 -1.09 -0.26
H 0.43 -2.63 -0.17 0.04
H 0.61 -2.75 -1.94 0.05
H -0.22 -1.33 -1.21 0.04
C 3.40 -2.56 -1.50 -0.27
H 4.41 -2.14 -1.62 0.05
H 3.09 -3.03 -2.45 0.05
H 3.42 -3.33 -0.71 0.04
Pb 2.27 0.18 1.12 1.07
C -2.62 1.07 0.38 -0.11
C -3.07 0.74 -0.83 -0.12
C -4.06 -0.32 -1.21 -0.19
C -4.42 -1.35 -0.13 -0.21
C -3.28 -2.24 0.32 -0.10
C -2.28 -2.01 1.17 -0.13
C -2.00 -0.80 2.00 -0.19
C -2.91 0.42 1.70 -0.19
C 2.35 -1.62 2.43 -0.33
H -1.97 1.95 0.48 0.08
H -2.77 1.36 -1.69 0.08
H -3.67 -0.84 -2.10 0.11
H -5.01 0.15 -1.54 0.12
H -4.90 -0.86 0.73 0.10
H -5.17 -2.03 -0.57 0.11
H -3.33 -3.24 -0.11 0.10
H -1.56 -2.82 1.35 0.10
H -0.94 -0.50 1.90 0.09
H -2.13 -1.06 3.06 0.12
H -3.96 0.12 1.80 0.09
H -2.73 1.16 2.49 0.11
H 3.05 -1.39 3.25 -0.01
H 2.68 -2.54 1.93 -0.03
H 1.33 -1.76 2.83 -0.03
F 3.98 1.09 3.92 -0.03
C 3.08 1.70 3.07 -0.65
F 2.03 2.11 3.87 -0.03
F 3.70 2.87 2.66 -0.04

# 6
52
Properties=species:S:1:pos:R:3:lowdin_charge:R:1 method="wB97M-V/def2-TZVPD" total_charge=+2 largest_force_ev_per_a=3.62 multiplicity=1 relative_energy_kj_mol=148.5 e_lumo_ev="-7.85 / -7.08"
P 0.33 -1.85 -5.36 0.95
P 0.45 2.02 -4.71 0.99
C -0.15 -0.31 -6.12 -0.30
C 0.92 0.80 -6.01 -0.28
H -1.33 0.06 -5.54 0.08
H -0.44 -0.47 -7.17 0.12
H 1.96 0.46 -5.83 0.09
H 0.91 1.36 -6.97 0.11
C -0.26 3.29 -5.83 -0.17
H -0.60 4.15 -5.25 0.08
H -1.09 2.90 -6.44 0.07
H 0.55 3.59 -6.51 0.07
C 1.82 2.79 -3.87 -0.20
H 2.21 3.56 -4.55 0.09
H 2.64 2.09 -3.62 -0.07
H 1.47 3.29 -2.96 0.08
C -0.60 -3.10 -6.25 -0.17
H -0.76 -3.97 -5.61 0.08
H -0.04 -3.43 -7.12 0.07
H -1.57 -2.74 -6.59 0.07
C 2.04 -2.40 -5.55 -0.14
H 2.74 -1.56 -5.64 0.06
H 2.10 -3.01 -6.47 0.08
H 2.33 -3.04 -4.70 0.08
Sn 3.24 0.60 -1.52 1.16
C -1.17 1.54 -3.84 -0.33
C -2.05 0.83 -4.81 -0.18
C -3.23 0.08 -4.23 -0.13
C -3.03 -1.12 -3.25 -0.18
C -2.00 -2.07 -3.61 -0.06
C -0.60 -1.82 -3.63 -0.30
C 0.06 -0.50 -2.99 -0.17
C -0.76 0.72 -2.60 -0.17
C 2.43 -1.11 -0.35 -0.35
H -1.60 2.49 -3.51 0.15
H -2.41 1.63 -5.48 0.12
H -3.79 -0.34 -5.08 0.13
H -3.88 0.79 -3.74 0.13
H -2.84 -0.80 -2.22 0.12
H -4.00 -1.63 -3.21 0.14
H -2.25 -3.12 -3.69 0.12
H 0.00 -2.70 -3.32 0.12
H 0.78 -0.11 -3.75 0.04
H 0.70 -0.77 -2.14 0.06
H -1.62 0.49 -1.97 0.12
H -0.14 1.33 -1.93 0.11
H 3.26 -1.56 0.21 0.01
H 2.00 -1.88 -0.99 -0.04
H 1.68 -0.75 0.38 0.00
S 1.23 1.83 2.73 0.69
C 1.92 1.75 1.31 -0.99
N 2.43 1.70 0.22 -0.19

# 7
51
Properties=species:S:1:pos:R:3:lowdin_charge:R:1 method="wB97M-V/def2-TZVPD" total_charge=0 largest_force_ev_per_a=4.08 multiplicity=1 relative_energy_kj_mol=545.9 e_lumo_ev="-0.25 / -1.20"
P 0.93 0.75 -1.54 0.80
P -2.05 -0.13 0.71 0.89
C -0.86 1.11 -1.76 -0.30
C -1.66 1.31 -0.48 -0.34
H -1.29 0.35 -2.42 0.09
H -0.91 2.05 -2.35 0.09
H -1.18 2.08 0.14 0.08
H -2.67 1.68 -0.74 0.07
C -2.88 -1.16 -0.66 -0.22
H -3.22 -2.10 -0.25 0.05
H -2.26 -1.38 -1.52 0.03
H -3.77 -0.63 -1.00 0.05
C -3.60 0.68 1.43 -0.31
H -4.12 1.20 0.63 0.04
H -3.22 1.39 2.19 0.03
H -4.29 -0.01 1.96 0.05
C 1.56 0.19 -3.26 -0.17
H 2.63 0.42 -3.35 0.06
H 1.01 0.71 -4.05 0.05
H 1.46 -0.88 -3.50 0.04
C 1.47 2.50 -2.17 -0.23
H 1.13 3.35 -1.55 0.05
H 1.09 2.67 -3.19 0.04
H 2.56 2.56 -2.24 0.04
Zn -1.83 -0.15 3.11 0.52
C -0.02 -1.31 -0.06 -0.25
C 0.70 -1.14 -1.30 -0.40
C 2.07 -1.87 -1.26 -0.15
C 3.20 -0.92 -0.76 -0.18
C 2.86 0.50 -0.84 -0.27
C 1.95 1.13 0.07 -0.27
C 1.22 0.51 1.23 -0.19
C 0.84 -0.97 1.14 -0.24
C -0.39 -0.76 4.46 -0.27
H -0.56 -2.26 0.07 0.11
H 0.07 -1.47 -2.14 0.11
H 2.32 -2.20 -2.28 0.10
H 1.95 -2.78 -0.66 0.12
H 3.46 -1.10 0.30 0.11
H 4.09 -1.17 -1.35 0.12
H 3.55 1.13 -1.42 0.11
H 2.07 2.22 0.16 0.13
H 0.28 1.06 1.29 0.05
H 1.77 0.80 2.14 0.13
H 1.76 -1.54 1.12 0.10
H 0.38 -1.19 2.10 0.05
H -0.79 -0.30 5.38 -0.04
H 0.66 -0.44 4.34 -0.04
H -0.45 -1.86 4.58 -0.01
N -3.86 -1.54 5.15 -0.04
C -3.11 -1.06 4.39 -0.37

# 8
67
Properties=species:S:1:pos:R:3:lowdin_charge:R:1 method="wB97M-V/def2-TZVPD" total_charge=-1 largest_force_ev_per_a=4.49 multiplicity=1 relative_energy_kj_mol=85.4 e_lumo_ev=-0.57
Al 0.55 -0.35 -0.54 1.20
P 2.57 1.25 -2.43 0.02
O 2.82 -0.27 -2.19 -0.30
O 2.38 1.75 -0.96 -0.32
O 1.04 1.27 -2.93 -0.30
O 3.67 1.92 -3.36 -0.43
F -1.42 -1.90 0.84 -0.67
C 2.01 -7.34 1.04 -0.05
C 2.84 -6.35 0.15 -0.23
O 1.92 -5.29 -0.09 -0.02
C 2.33 -4.07 -0.75 -0.43
O 1.56 -3.15 -0.94 0.07
O 3.59 -4.17 -1.28 -0.04
C 4.16 -3.12 -1.97 -0.08
H 2.14 -7.06 2.08 0.07
H 2.37 -8.34 0.80 0.06
H 0.93 -7.31 0.85 0.08
H 3.10 -6.67 -0.86 0.11
H 3.77 -6.03 0.61 0.12
H 4.44 -2.17 -1.51 0.09
H 3.52 -2.86 -2.81 0.09
H 5.05 -3.56 -2.42 0.09
C -2.58 1.68 -5.51 -0.06
C -2.13 0.89 -4.25 -0.15
O -3.26 0.25 -3.60 0.04
C -3.14 -0.20 -2.40 -0.53
O -2.11 -0.04 -1.66 0.00
O -4.24 -0.97 -2.20 -0.01
C -4.51 -1.46 -0.86 -0.04
H -3.07 1.12 -6.30 0.06
H -1.78 2.23 -6.00 0.07
H -3.31 2.47 -5.32 0.06
H -1.72 1.57 -3.50 0.11
H -1.41 0.13 -4.55 0.13
H -5.59 -1.32 -0.73 0.08
H -4.14 -0.82 -0.06 0.06
H -4.14 -2.46 -0.68 0.10
C 3.62 4.00 3.77 -0.06
C 2.87 3.06 2.83 -0.19
O 1.80 2.45 3.53 0.02
C 1.03 1.48 3.07 -0.53
O 1.16 0.94 1.93 0.01
O 0.21 1.18 4.06 0.00
C -0.62 0.07 3.89 -0.05
H 4.04 3.44 4.61 0.07
H 3.17 4.88 4.24 0.07
H 4.41 4.42 3.14 0.08
H 3.48 2.26 2.40 0.13
H 2.39 3.53 1.97 0.12
H 0.13 -0.72 3.88 0.11
H -1.15 0.12 2.94 0.08
H -1.37 -0.10 4.66 0.10
C -4.34 1.47 1.68 -0.05
C -3.31 2.29 2.49 -0.14
O -2.53 3.23 1.64 0.05
C -1.67 2.88 0.73 -0.62
O -1.30 1.74 0.51 0.08
O -1.13 3.97 0.23 0.02
C 0.04 3.92 -0.56 -0.03
H -4.04 1.15 0.68 0.06
H -5.13 2.22 1.58 0.07
H -4.73 0.61 2.22 0.08
H -2.67 1.68 3.13 0.09
H -3.83 2.88 3.25 0.11
H 0.42 4.91 -0.82 0.10
H 0.06 3.32 -1.47 0.08
H 0.79 3.46 0.08 0.07